Record 1
{"formula": "C5H12NO", "method": "the ωB97M-V functional and the def2-TZVPD basis", "species": ["C", "C", "C", "C", "C", "N", "O", "H", "H", "H", "H", "H", "H", "H", "H", "H", "H", "H", "H"], "positions_angstrom": [[2.8103, -1.1289, 0.0549], [-1.9577, 1.2521, 0.2772], [2.2130, 1.2387, 0.0396], [-2.2555, -0.1080, -0.3215], [-1.2037, -1.1397, 0.0753], [2.0600, -0.1462, 0.0673], [-0.1788, -0.7629, 0.7722], [2.3934, -2.1271, 0.1184], [3.9000, -1.0598, -0.0147], [-2.7636, 1.9514, 0.0738], [-1.8206, 1.1606, 1.3563], [-1.0269, 1.6460, -0.1315], [1.5381, 1.6707, 0.7843], [1.9280, 1.6195, -0.9472], [3.2437, 1.5493, 0.2642], [-2.3246, -0.0455, -1.4121], [-3.2389, -0.4569, 0.0145], [-1.6965, -1.9380, 0.7071], [-0.9381, -1.8262, -0.7709]], "forces_ev_per_a": [[-0.3, -0.8, 0.1], [0.1, -0.1, 0.2], [-0.8, 1.5, -0.2], [-0.3, 0.1, -0.1], [-1.6, -1.0, -1.3], [0.7, -0.7, 0.0], [1.9, 0.5, 0.8], [-0.2, -0.1, 0.0], [0.0, 0.4, 0.0], [0.0, 0.1, 0.0], [-0.1, 0.2, 0.0], [0.0, 0.2, 0.0], [0.1, 0.1, 0.0], [0.0, -0.1, 0.2], [-0.1, -0.3, 0.1], [0.1, 0.0, 0.1], [0.1, 0.0, -0.1], [0.2, 0.1, 0.1], [0.1, 0.2, 0.2]], "lowdin_charge": [0.141, -0.100, -0.027, -0.220, -0.349, 0.078, 0.023, 0.128, 0.144, 0.083, 0.082, 0.061, 0.118, 0.122, 0.133, 0.116, 0.118, 0.191, 0.156], "homo_energy_ev": [-14.1, -14.3], "gap_ev": [8.5, 6.5], "charge": 1, "lumo_energy_ev": [-5.65, -7.74]}

***

Record 2
{"formula": "C5H12NO", "method": "the ωB97M-V functional and the def2-TZVPD basis", "species": ["C", "C", "C", "C", "C", "N", "H", "H", "H", "H", "H", "H", "H", "H", "H", "H", "H", "H", "O"], "positions_angstrom": [[1.1592, -1.0796, -0.6945], [-0.2061, -1.3110, -0.0730], [-0.3456, -0.5845, 1.2294], [0.0222, -1.0976, 2.4142], [-0.4167, 1.8195, 0.4562], [-0.6554, 0.8249, 1.2326], [1.9810, -1.2541, -0.0033], [1.4161, -1.6167, -1.6119], [1.2558, -0.0426, -1.0456], [-1.0404, -0.8777, -0.6530], [-0.2481, -2.3832, 0.1051], [-0.1701, -2.1645, 2.5039], [0.1816, -0.4976, 3.3059], [-0.6117, 2.7944, 0.8828], [-0.1005, 1.7061, -0.5781], [-0.8898, 1.1678, 2.1620], [-1.0312, 1.0215, -3.2493], [-0.0140, 2.0940, -3.5293], [-0.2862, 1.4806, -2.8541]], "forces_ev_per_a": [[0.9, 1.4, -0.9], [-0.6, 0.6, 0.0], [1.1, -0.5, 0.6], [-1.7, 0.1, -0.4], [-0.4, -0.6, -0.5], [1.3, 1.3, 0.8], [-0.1, -0.1, 0.2], [-0.6, -0.5, 0.3], [0.1, 0.0, 0.3], [0.4, -1.0, -0.6], [-0.8, 0.0, 0.1], [1.2, 0.0, 0.1], [-0.3, -0.2, 0.0], [0.0, 0.1, -0.2], [0.0, -0.1, 0.0], [-0.3, -0.5, 0.1], [-0.1, -0.1, 0.0], [0.3, 0.4, -0.4], [-0.2, -0.3, 0.6]], "lowdin_charge": [-0.085, -0.185, -0.293, 0.138, 0.218, 0.098, 0.088, 0.091, 0.056, 0.124, 0.125, 0.099, 0.087, 0.129, 0.087, 0.168, 0.052, 0.047, -0.043], "homo_energy_ev": -14.2, "gap_ev": 8.9, "charge": 1, "lumo_energy_ev": -5.26}

***

Record 3
{"formula": "C5H12NO", "method": "the ωB97M-V functional and the def2-TZVPD basis", "species": ["C", "C", "C", "C", "N", "C", "H", "H", "H", "H", "H", "H", "H", "H", "H", "H", "H", "H", "O"], "positions_angstrom": [[1.2418, -1.9321, -2.2606], [0.5894, -0.6033, -1.9000], [-0.3798, -0.7939, -0.7402], [-0.4775, 0.1039, 0.2323], [-1.2162, -0.0920, 1.4401], [-0.7849, 0.3380, 2.5635], [0.4666, -2.5384, -2.7350], [1.8554, -1.7973, -3.1666], [1.9256, -2.3879, -1.5570], [1.1804, 0.2422, -1.5523], [-0.0429, -0.3283, -2.7509], [-0.9344, -1.7246, -0.8309], [-0.0482, 1.0943, 0.1564], [-2.1020, -0.5874, 1.5248], [0.2141, 0.7426, 2.6255], [-1.3504, 0.1131, 3.4552], [0.4109, 3.1679, 2.4786], [-0.3733, 3.9112, 1.3215], [-0.1746, 3.0720, 1.6956]], "forces_ev_per_a": [[0.6, 0.8, -2.0], [-1.3, 0.1, 1.2], [0.2, -0.3, -0.7], [-0.3, -0.2, -0.6], [0.0, 0.2, 1.0], [0.3, -0.7, -0.1], [0.0, -0.6, 0.9], [0.2, 0.4, 0.4], [-0.5, -0.3, 0.5], [0.7, -0.1, -0.8], [0.3, 0.3, 0.0], [-0.1, 0.0, 0.7], [0.3, -0.1, 0.4], [0.0, -0.1, -0.8], [-0.1, 0.3, -0.1], [-0.1, 0.2, 0.1], [-0.6, 0.5, -1.0], [0.0, 1.3, -0.2], [0.7, -1.8, 1.2]], "lowdin_charge": [-0.097, -0.227, -0.042, -0.090, 0.065, 0.164, 0.084, 0.084, 0.080, 0.110, 0.127, 0.129, 0.118, 0.187, 0.117, 0.127, 0.072, 0.037, -0.048], "homo_energy_ev": -14.1, "gap_ev": 9.3, "charge": 1, "lumo_energy_ev": -4.84}

***

Record 4
{"formula": "C5H12NO", "method": "the ωB97M-V functional and the def2-TZVPD basis", "species": ["C", "N", "C", "C", "C", "C", "O", "H", "H", "H", "H", "H", "H", "H", "H", "H", "H", "H", "H"], "positions_angstrom": [[-2.6216, -0.9160, -0.0445], [-1.4177, -0.5574, 0.1126], [-0.3797, -0.6871, -0.9306], [0.2217, 0.6703, -1.3154], [0.8746, 1.3755, -0.1036], [1.8963, 0.4905, 0.5634], [1.1519, -0.3161, 1.5020], [-3.2415, -1.2127, 0.7905], [-2.9706, -0.9358, -1.0702], [-0.9844, -0.1479, 0.9404], [-0.8480, -1.0841, -1.8353], [0.3206, -1.4281, -0.5571], [-0.5991, 1.2794, -1.7069], [0.9715, 0.4978, -2.0852], [1.3749, 2.2026, -0.5971], [0.1585, 1.6999, 0.6460], [2.6053, 1.0865, 1.1398], [2.4586, -0.1435, -0.1242], [1.7521, -0.6180, 2.1994]], "forces_ev_per_a": [[0.1, 0.1, 0.0], [1.0, 0.2, -0.5], [-0.6, 0.7, -1.6], [-0.4, -0.5, 1.4], [0.5, -0.4, -1.7], [-0.1, 0.2, 1.1], [0.2, -0.3, 0.1], [-0.3, 0.8, 0.2], [-0.1, -0.8, 0.0], [-0.3, -0.9, 0.9], [-0.1, -0.3, 0.3], [0.1, 0.1, 0.2], [0.3, 0.0, -0.2], [-0.1, 0.1, -0.1], [0.0, 0.6, 0.6], [0.0, 0.4, 0.0], [0.1, 0.1, -0.2], [-0.1, 0.0, -0.2], [-0.3, 0.0, -0.2]], "lowdin_charge": [0.196, 0.062, -0.141, -0.155, -0.174, -0.228, -0.096, 0.130, 0.129, 0.152, 0.132, 0.137, 0.123, 0.128, 0.123, 0.117, 0.127, 0.128, 0.109], "homo_energy_ev": -14.4, "gap_ev": 9.4, "charge": 1, "lumo_energy_ev": -5.04}

***

Record 5
{"formula": "C5H12NO", "method": "the ωB97M-V functional and the def2-TZVPD basis", "species": ["O", "C", "C", "N", "H", "H", "H", "H", "H", "H", "C", "C", "C", "H", "H", "H", "H", "H", "H"], "positions_angstrom": [[-3.2136, -0.8239, -0.9495], [-3.0827, 0.2993, -0.5609], [-1.7084, 0.9149, -0.4002], [-0.7086, -0.0805, -0.8572], [-3.9422, 0.9441, -0.3299], [-1.6636, 1.8212, -1.0039], [-1.5222, 1.1656, 0.6434], [0.2186, 0.0614, -0.3899], [-1.0500, -1.0256, -0.6604], [-0.5456, -0.0276, -1.8603], [1.8026, -1.4966, 0.7000], [1.8132, -0.0640, 1.1516], [2.0874, 0.9840, 0.3765], [0.8464, -1.9743, 0.9410], [2.0124, -1.6084, -0.3638], [2.5384, -2.0748, 1.2581], [1.5962, 0.1295, 2.1922], [2.1660, 1.9820, 0.7817], [2.3558, 0.8737, -0.6685]], "forces_ev_per_a": [[0.1, -0.3, 0.0], [-0.3, 0.2, 0.0], [-0.3, 0.0, 0.0], [0.8, 0.1, 0.1], [0.0, 0.1, 0.1], [0.2, 0.0, 0.1], [0.1, 0.1, 0.0], [-0.4, 0.1, 0.0], [-0.2, -0.1, 0.0], [-0.1, 0.0, -0.2], [-0.2, 0.0, 0.3], [0.0, 0.0, -0.3], [0.1, -0.1, 0.0], [0.0, 0.0, -0.1], [0.1, 0.0, 0.0], [0.1, 0.0, 0.0], [0.0, -0.1, 0.2], [-0.2, 0.1, 0.0], [0.1, -0.1, -0.1]], "lowdin_charge": [0.101, -0.206, -0.087, 0.189, 0.145, 0.147, 0.145, 0.092, 0.157, 0.181, -0.104, -0.240, -0.017, 0.075, 0.082, 0.091, 0.106, 0.069, 0.073], "homo_energy_ev": -14.1, "gap_ev": 10.7, "charge": 1, "lumo_energy_ev": -3.35}

***

Record 6
{"formula": "C5H12NO", "method": "the ωB97M-V functional and the def2-TZVPD basis", "species": ["C", "C", "N", "C", "C", "C", "O", "H", "H", "H", "H", "H", "H", "H", "H", "H", "H", "H", "H"], "positions_angstrom": [[1.2814, -1.0752, 1.2298], [0.1430, -0.5090, 0.4037], [-0.6395, -1.7093, -0.2373], [0.5949, 0.4208, -0.7314], [-0.3210, 1.6452, -0.9968], [-1.2093, 2.0463, 0.1624], [-2.3717, 1.7410, 0.1831], [1.0731, -2.0695, 1.6227], [1.4710, -0.3964, 2.0511], [2.2146, -1.1524, 0.6704], [-0.6598, -0.0785, 0.9992], [-0.3721, -1.8301, -1.2138], [-1.6466, -1.5671, -0.1679], [-0.3824, -2.5609, 0.2590], [0.7050, -0.1401, -1.6428], [1.5658, 0.7875, -0.4249], [-0.9960, 1.3779, -1.8094], [0.2836, 2.4831, -1.3582], [-0.7340, 2.5868, 1.0012]], "forces_ev_per_a": [[0.2, 0.0, -0.2], [-0.6, -0.8, -0.8], [0.5, 0.3, 0.2], [-0.3, 0.9, 1.3], [-0.2, -0.3, -0.7], [0.3, -0.1, -0.3], [0.0, 0.0, 0.2], [-0.1, 0.1, 0.3], [0.1, 0.0, 0.3], [-0.1, 0.0, -0.2], [0.4, 0.2, 0.3], [-0.2, 0.0, -0.1], [-0.1, 0.0, -0.2], [-0.2, -0.1, 0.0], [0.3, -0.2, -0.4], [0.3, 0.0, -0.1], [-0.2, 0.1, 0.0], [0.0, -0.1, 0.2], [-0.1, 0.1, 0.0]], "lowdin_charge": [-0.024, -0.292, 0.235, -0.130, -0.124, -0.271, 0.074, 0.088, 0.102, 0.099, 0.131, 0.162, 0.174, 0.155, 0.115, 0.120, 0.119, 0.128, 0.139], "homo_energy_ev": -13.6, "gap_ev": 10.1, "charge": 1, "lumo_energy_ev": -3.56}

***

no.,total energy (hartree)
1,-327.26037
2,-327.39606
3,-327.40073
4,-327.42200
5,-327.41867
6,-327.43610